#1
Density functional theory data (wB97M-V/def2-TZVPD) for 2 unconnected molecules or ions with the total composition C2H2Cl4Si.

Its HOMO-LUMO gap is 11.71 eV. The SMILES is C#C[Si](Cl)(Cl)Cl.Cl. The lowest unoccupied orbital energy is 0.51 eV. The value obtained for the HOMO energy is -11.20 eV.

```
! RIJCOSX wB97M-V def2-TZVPD def2/J DEFGRID3
* xyz 0 1
C 0.9980 -1.4027 -0.5258
C -0.0501 -0.8993 -0.3373
Si -1.7319 -0.2585 0.1996
Cl 2.7463 2.0812 0.5845
Cl -1.8542 0.3341 2.1600
Cl -3.0720 -1.6932 -0.3735
Cl -2.3214 1.4967 -0.6348
H 3.4596 2.4122 -0.5101
H 1.8258 -2.0705 -0.5625
*
```

=====

#2
Density functional theory data (wB97M-V/def2-TZVPD) for 2 unconnected molecules or ions with the total composition C2H2Cl4Si.

Its HOMO-LUMO gap (spin up / spin down) is 6.91 / 6.90 eV. The lowest unoccupied orbital energy (spin up / spin down) is -2.28 / -2.28 eV. The value obtained for the HOMO energy (spin up / spin down) is -9.19 / -9.19 eV.

```
! RIJCOSX wB97M-V def2-TZVPD def2/J DEFGRID3
* xyz 0 1
C 1.6581 0.0616 0.4018
C 0.4386 -0.1012 0.1279
Si -1.3722 -0.5903 -0.0848
Cl 0.0886 2.4839 -1.1266
Cl -1.0976 -2.5775 0.1239
Cl -2.1097 0.1353 -1.7365
Cl -2.1508 0.0954 1.6211
H 2.0173 0.9847 -0.0970
H 2.5277 -0.4919 0.7703
*
```

=====

The data favor #1; the next most stable structure lies 185.9 kJ/mol above it.

=====

#1
Density functional theory data (wB97M-V/def2-TZVPD) for 2 unconnected molecules or ions with the total composition C2H8N2O.

Its HOMO-LUMO gap (spin up / spin down) is 8.65 / 9.52 eV. The SMILES is C=[NH+][O-].CN. The lowest unoccupied orbital energy (spin up / spin down) is 0.31 / 0.81 eV. The value obtained for the HOMO energy (spin up / spin down) is -8.35 / -8.70 eV.

```
! RIJCOSX wB97M-V def2-TZVPD def2/J DEFGRID3
* xyz 0 1
C -1.9646 0.0877 -0.7191
C 2.0160 -0.0499 -0.3505
N 1.9172 0.5456 1.1921
N -1.0482 -0.6778 0.1879
O 2.8132 0.6906 2.0374
H -2.9928 -0.1640 -0.7495
H -1.9149 1.1615 -0.3269
H -1.6566 0.0359 -1.8227
H 3.0547 -0.0518 -0.5810
H 1.0916 -0.0523 -0.8545
H 0.8929 0.8194 1.3141
H -1.6065 -0.9300 0.9549
H -0.6020 -1.4149 -0.2822
*
```

=====

#2
Density functional theory data (wB97M-V/def2-TZVPD) for 2 unconnected molecules or ions with the total composition C2H8N2O.

Its HOMO-LUMO gap is 10.13 eV. The SMILES is [H]/N=C\NC.O. The lowest unoccupied orbital energy is 0.76 eV. The value obtained for the HOMO energy is -9.38 eV.

```
! RIJCOSX wB97M-V def2-TZVPD def2/J DEFGRID3
* xyz 0 1
C -2.1408 0.0631 -0.0792
C 0.3040 -0.0677 -0.1072
H -2.3279 0.5092 0.9166
H -2.1287 0.8665 -0.8409
H -2.9824 -0.5536 -0.3958
H -0.8970 -1.6388 0.1812
H 1.1508 -0.7904 -0.1147
H -0.2317 1.7184 0.2506
H 2.7473 0.4688 0.1173
H 3.4625 -0.8833 0.4650
N -0.9288 -0.6977 -0.1234
N 0.5412 1.1717 -0.0982
O 3.4315 -0.1661 -0.1712
*
```

=====

The data favor #2; the next most stable structure lies 451.3 kJ/mol above it.

=====

#1
Density functional theory data (wB97M-V/def2-TZVPD) for 2 unconnected molecules or ions with the total composition C2H8N2O.

Its HOMO-LUMO gap is 10.07 eV. The SMILES is [H]/N=C/N.CO. The lowest unoccupied orbital energy is 0.63 eV. The value obtained for the HOMO energy is -9.44 eV.

```
! RIJCOSX wB97M-V def2-TZVPD def2/J DEFGRID3
* xyz 0 1
C 0.5082 3.3809 -3.1739
O 0.3659 1.8985 -3.2126
H 1.5187 3.6053 -2.8432
H -0.1659 3.7939 -2.4102
H 0.0634 3.6503 -4.1219
N -1.1111 -1.8947 3.4961
C -0.4245 -2.2934 2.4994
N 0.2315 -3.4928 2.4546
H 0.0390 1.7865 -2.3324
H -1.3336 -0.9128 3.3925
H -0.4952 -1.6713 1.5927
H 1.0581 -3.5445 1.8905
H -0.2545 -4.3061 2.7684
*
```

=====

#2
Density functional theory data (wB97M-V/def2-TZVPD) for a molecular structure, C2H8N2O.

Its HOMO-LUMO gap is 8.71 eV. The lowest unoccupied orbital energy is 0.83 eV. The value obtained for the HOMO energy is -7.88 eV.

```
! RIJCOSX wB97M-V def2-TZVPD def2/J DEFGRID3
* xyz 0 1
C 0.1006 1.2848 0.2872
C 1.0648 -0.9829 0.6151
N -0.7968 0.1368 0.0109
N -1.3625 -0.0789 -1.2812
O 0.9455 0.8054 1.2290
H -1.4110 -0.0631 0.7961
H -1.6842 -1.0415 -1.3408
H -0.6442 0.0388 -1.9924
H 0.5771 1.5547 -0.6781
H -0.5020 2.1314 0.6498
H 1.6498 -0.8029 -0.2805
H 1.6748 -1.1565 1.4927
H 0.3882 -1.8259 0.4923
*
```

=====

#3
Density functional theory data (wB97M-V/def2-TZVPD) for 2 unconnected molecules or ions with the total composition C2H8N2O.

Its HOMO-LUMO gap is 9.45 eV. The SMILES is C=O.NCN. The lowest unoccupied orbital energy is 0.71 eV. The value obtained for the HOMO energy is -8.75 eV.

```
! RIJCOSX wB97M-V def2-TZVPD def2/J DEFGRID3
* xyz 0 1
O -0.5898 2.2042 -4.8488
C -1.2300 1.2054 -5.1208
H -1.8810 0.7557 -4.3876
H -0.9888 0.6063 -6.0561
N -0.3124 -0.7801 3.3134
C 0.5228 -1.1385 2.1599
N 1.1511 -0.0013 1.4394
H -1.0539 -0.2773 2.9947
H 0.2015 -0.2672 3.9436
H 0.1702 -1.8823 1.3421
H 1.5596 -1.5865 2.4865
H 1.6206 0.5954 2.0741
H 0.8302 0.5662 0.6597
*
```

=====

The data favor #1; the next most stable structure lies 53.1 kJ/mol above it.

=====

#1
Density functional theory data (wB97M-V/def2-TZVPD) for 2 unconnected molecules or ions with the total composition H2OS2.

Its HOMO-LUMO gap is 6.45 eV. The SMILES is O=S.S. The lowest unoccupied orbital energy is -2.00 eV. The value obtained for the HOMO energy is -8.45 eV.

```
! RIJCOSX wB97M-V def2-TZVPD def2/J DEFGRID3
* xyz 0 1
H -2.2612 -0.2326 0.3606
H -0.7712 0.9361 -0.1070
O 2.2091 0.5660 -0.0712
S 1.8363 -0.8855 -0.0682
S -1.0130 -0.3840 -0.1143
*
```

=====

#2
Density functional theory data (wB97M-V/def2-TZVPD) for H2OS2 in the gas phase.

Its HOMO-LUMO gap is 7.67 eV. The lowest unoccupied orbital energy is -1.18 eV. The value obtained for the HOMO energy is -8.86 eV.

```
! RIJCOSX wB97M-V def2-TZVPD def2/J DEFGRID3
* xyz 0 1
O 1.1916 -0.1376 0.5627
S -0.4340 -0.4548 0.0427
S -2.3644 0.2305 0.2262
H 1.7438 0.7042 0.4673
H -0.1370 -0.3423 -1.2989
*
```

=====

The data favor #2; the next most stable structure lies 30.5 kJ/mol above it.

=====

#1
Density functional theory data (wB97M-V/def2-TZVPD) for 2 unconnected molecules or ions with the total composition C3H7NOSi.

Its HOMO-LUMO gap is 10.80 eV. The SMILES is O=C=N[SiH3].C=C. The lowest unoccupied orbital energy is 0.58 eV. The value obtained for the HOMO energy is -10.23 eV.

```
! RIJCOSX wB97M-V def2-TZVPD def2/J DEFGRID3
* xyz 0 1
C 2.3231 0.3283 -0.2996
C -1.7235 -1.8116 1.2258
C -0.8389 -1.5070 0.3194
N 1.1514 0.5858 -0.2963
O 3.4764 0.0641 -0.2319
Si 0.1722 1.9257 -0.8273
H -1.3286 -1.9587 2.2781
H -2.7087 -1.6709 1.0820
H 0.3366 -1.5159 0.4081
H -1.0604 -1.1243 -0.6411
H 1.0197 2.4112 -2.0521
H 0.2707 3.1759 -0.0004
H -1.0900 1.0974 -0.9646
*
```

=====

#2
Density functional theory data (wB97M-V/def2-TZVPD) for a molecular structure, C3H7NOSi.

Its HOMO-LUMO gap is 9.71 eV. The lowest unoccupied orbital energy is -0.58 eV. The value obtained for the HOMO energy is -10.29 eV.

```
! RIJCOSX wB97M-V def2-TZVPD def2/J DEFGRID3
* xyz 0 1
C -1.9368 0.7884 0.4857
C -1.4297 -0.3406 0.9820
C -0.4772 -1.0335 0.2877
N 0.4078 -1.4601 -0.2754
O 1.5654 1.1386 1.4547
Si 2.1863 1.7090 0.1495
H -2.6924 1.3939 0.9950
H -1.4185 1.1698 -0.4500
H -1.7794 -0.9561 1.8676
H 0.1024 -3.3547 -1.8907
H 2.0811 3.1521 0.0194
H 3.0729 1.3607 -0.9645
H 0.3183 -3.5674 -2.6611
*
```

=====

The data favor #1; the next most stable structure lies 200.1 kJ/mol above it.